# 1
Entry from the Open Molecules 2025 dataset: 6 unconnected molecules or ions with the total composition C18H32O18 at a distorted geometry (the ωB97M-V functional and the def2-TZVPD basis).

XYZ file:
```
68
Properties=species:S:1:pos:R:3:forces:R:3:mulliken_charge:R:1
H -4.8579 -1.0207 -2.2857 -0.05 0.12 0.36 0.30
H -4.1544 0.0666 -0.9888 -0.47 -0.92 0.19 0.08
O 4.8313 -0.0520 4.1008 0.97 -1.04 -1.25 -0.60
H -4.5622 0.6553 -2.2405 -0.77 1.66 -1.28 -0.21
H 1.0689 -0.9956 -0.2362 1.01 -1.39 -1.11 -0.32
O 6.4467 -1.5130 3.3423 0.56 -0.05 -0.25 -0.31
O 2.5180 -0.9920 -1.7439 2.14 1.83 -0.79 -0.43
C 2.1153 0.8488 1.6119 0.59 0.47 -3.52 -1.00
H -0.4117 3.3021 -2.3656 -0.61 -0.06 0.32 0.22
H 2.5546 -2.3467 3.0231 -0.75 0.09 -0.34 0.40
O -3.6791 -1.9564 -0.9955 0.63 -1.74 0.53 -0.34
C 3.6589 -1.7770 -1.7780 1.26 3.29 -3.42 0.72
C 0.3574 1.3854 -2.6688 1.17 -2.99 0.71 0.07
H 0.7990 -1.9945 -1.7135 -0.29 -0.10 0.25 0.39
O 0.3416 0.2600 -0.3708 -2.17 3.59 4.83 -0.54
O 4.3746 -1.8015 2.7318 3.36 0.05 -0.06 -0.28
O -2.8933 0.0601 -2.7640 4.63 0.77 -0.48 -0.50
H 2.8842 -1.5187 1.4349 0.45 0.48 1.61 -0.14
H -2.3585 3.5245 1.1061 -0.50 0.31 0.37 0.37
O -1.7867 1.9485 -3.1060 0.05 4.31 -1.93 -0.23
H -5.5352 -0.9745 -0.6151 0.05 -0.24 0.08 0.31
H -5.7413 1.8657 -2.7499 -0.05 0.83 0.22 0.37
H 2.3189 1.6007 0.8495 -0.18 0.69 0.37 0.39
H 7.1524 -0.2204 4.7774 0.65 0.44 -0.34 0.35
O 0.6769 0.7985 1.8020 3.71 0.54 4.31 -0.35
O 3.4265 -2.8331 -1.1293 2.09 -3.64 1.54 -0.35
O -4.2513 2.1112 -0.0563 -0.59 3.02 -3.15 -0.66
H -3.1610 5.1954 0.8187 -0.72 -0.68 -0.01 0.29
H -1.9427 1.6126 -0.7549 0.39 0.16 0.48 0.31
H -0.5476 -3.7900 1.1764 -0.05 0.25 -0.39 0.19
H 8.4895 -1.0283 3.7338 -0.48 0.17 -0.09 0.22
O 4.6706 -1.5347 -2.4134 -1.92 -0.01 1.17 -0.63
H 0.7724 1.6358 -1.6925 0.19 -0.73 -0.34 -0.28
C -1.8691 0.7451 -2.7870 0.52 -5.79 -0.39 0.54
H -1.2526 -2.3082 1.9286 0.23 0.42 -0.42 0.27
C 5.2243 -0.9975 3.4209 -1.33 0.56 1.62 0.81
C -3.2244 -2.2464 0.2660 -1.51 4.30 -1.24 0.84
C -4.6382 -0.8806 -1.2273 0.36 -1.65 1.30 -0.30
O -3.6641 -1.5705 1.1861 1.01 -2.08 0.17 -0.60
C -4.6874 1.5900 -2.7870 -1.71 -1.02 -0.77 -0.36
C 7.5392 -1.1000 4.2629 -2.25 -0.11 0.43 -0.63
H -0.1561 2.9295 -3.9886 -0.69 -0.26 -0.53 0.27
H 2.4136 -0.0294 1.0392 -0.39 0.51 0.13 -0.06
H -2.0780 -3.7848 2.0154 0.10 -0.31 0.31 0.39
H 1.1288 1.0255 -3.3495 0.08 0.52 -0.01 0.66
C 3.0465 -1.5187 2.5127 -0.84 0.02 1.35 -0.59
O -0.5748 0.2633 -2.6177 -1.06 -0.05 0.20 -0.30
C 2.3468 -2.6935 -0.3036 -2.83 -1.18 0.36 0.63
O -3.0256 3.8171 -0.8278 2.09 3.21 0.19 -0.29
H -3.2296 0.9869 0.3070 1.54 -0.46 0.60 0.75
C -0.0040 0.5840 0.7876 -4.81 0.38 -4.76 0.54
C -3.6939 2.7550 -0.9783 -4.38 -2.32 0.32 0.74
H 2.8600 0.9198 2.4047 -1.38 0.80 0.62 0.68
H 2.6994 -0.5523 2.8782 0.49 -1.30 0.86 0.43
H -4.3982 1.4757 -3.8317 -0.36 -0.37 0.06 0.25
C -2.5731 4.3596 0.4394 0.91 -0.57 -0.49 -0.70
C -1.4516 -3.2032 1.3391 0.66 -1.07 3.64 -0.67
O -2.1372 -3.0155 0.2019 -1.79 0.59 -2.96 -0.30
H 2.5634 -2.4042 0.7248 0.27 -1.17 -1.61 -0.32
H 1.8355 -3.6534 -0.2307 -0.08 -0.05 -0.15 0.24
H -1.6188 4.8338 0.2101 0.10 -0.19 -0.22 0.26
H 7.5549 -1.8557 5.0482 0.33 -0.27 -0.28 0.27
O -1.3455 0.8820 1.1260 2.37 -0.99 -1.43 -0.57
C 1.5337 -1.6149 -1.0034 -0.21 -3.10 0.99 0.42
C -2.2024 0.8431 -0.0280 0.15 -1.60 0.70 -1.01
H -2.2328 -0.0973 -0.5783 0.91 -0.15 0.42 0.64
C -0.4898 2.4658 -3.0603 0.13 3.25 -1.32 -0.52
O -3.7739 2.5275 -2.3397 -0.94 2.05 3.71 -0.20
```
Positions in Å, forces in eV/Å.

The gap between HOMO and LUMO is 10.3 eV. The charge is 0. The total energy comes out at -56030.196 eV. The energy above the lowest of the compared OMol25 structures with the same formula, charge and spin comes out at 215.73 kcal per mole. Its lowest unoccupied orbital energy is 0.2905 eV.

# 2
Entry from the Open Molecules 2025 dataset: C18H32O2 in the gas phase (the ωB97M-V functional and the def2-TZVPD basis).

XYZ file:
```
52
Properties=species:S:1:pos:R:3:forces:R:3:mulliken_charge:R:1
C -0.7425 5.3746 -6.0144 -0.10 -0.08 0.22 -0.66
H -1.9491 3.1910 -2.5843 -0.06 -0.04 -0.09 0.32
H 0.1119 3.0142 -4.8300 0.07 -0.06 -0.07 0.31
H -0.4993 -5.9649 3.5895 0.03 -0.07 0.02 0.41
C 0.2126 3.8999 -4.1996 -0.09 0.18 0.25 -0.74
H -2.0412 1.7272 -0.7122 -0.03 0.03 0.09 0.35
C 1.7310 -3.8178 2.1046 -0.03 0.12 -0.11 -0.37
C -0.1198 0.6472 0.8629 0.17 -0.02 -0.23 -0.71
H -1.0971 0.1777 0.9929 -0.04 0.02 0.06 0.35
C 0.0181 1.1565 -0.5767 -0.30 0.18 0.24 -0.44
H -0.6935 -3.6739 4.5270 -0.03 0.11 -0.03 0.27
H -0.0870 -4.3713 8.1609 -0.02 0.05 0.14 0.39
H 1.1870 4.3500 -4.4094 0.03 -0.02 -0.08 0.36
C 0.1227 -4.9185 6.0795 -0.03 0.34 -0.06 -0.40
H -1.0551 1.7401 -3.0307 -0.07 -0.04 -0.09 0.27
H -0.6605 3.7403 -8.7815 -0.16 0.00 0.29 0.35
C -1.0407 2.6205 -2.3846 0.10 0.21 0.28 -0.45
H -0.2459 -1.9861 1.5509 -0.18 0.03 -0.02 0.18
H 1.0258 -5.5079 6.2555 -0.01 -0.09 -0.02 0.33
C 0.2089 -4.2645 4.7030 0.08 -0.48 0.10 -0.47
H -0.8211 5.7654 -3.9022 -0.05 0.03 0.02 0.38
C -0.8795 4.9022 -4.5680 0.17 -0.16 -0.24 -0.49
H -0.9371 -3.3018 7.0441 -0.09 0.10 0.03 0.32
H -0.7278 -5.6044 6.1015 0.03 -0.09 -0.01 0.31
H -0.4027 -4.0173 2.0298 -0.07 -0.03 -0.06 0.31
C 0.4804 -4.6289 2.2108 0.05 -0.17 0.07 -0.55
C 0.1754 3.4774 -2.7305 -0.11 -0.22 -0.28 -0.54
H 0.2646 5.7352 -6.2270 -0.04 0.06 0.00 0.32
C -0.0307 -3.8858 7.1892 0.02 -0.25 -0.07 -1.29
H 1.0593 -3.5792 4.6778 -0.03 0.09 0.01 0.35
H 1.0840 2.9119 -2.5166 0.06 0.04 0.09 0.27
O -0.4118 4.4350 -8.1513 0.40 0.22 -0.46 -0.46
H -0.0613 1.5026 1.5436 -0.08 0.02 0.02 0.33
H 1.9715 0.0658 1.1454 0.21 -0.03 0.02 0.32
C 1.8403 -2.5219 1.8054 0.39 -0.36 0.08 -0.45
H 0.8168 -3.2038 7.1941 0.07 0.11 0.04 0.32
H 0.1821 4.3688 -2.0981 0.06 0.04 0.09 0.27
C 0.3632 -5.2940 3.5867 -0.13 0.36 -0.05 -0.83
H 1.0049 1.6061 -0.6977 0.09 -0.05 -0.06 0.29
H -1.4404 6.1942 -6.2067 0.05 0.02 -0.09 0.32
C -1.0802 4.2832 -6.9979 -0.09 -0.07 -0.02 0.56
H 2.8312 -2.0846 1.7684 0.13 -0.03 0.02 0.30
O -1.8584 3.3860 -6.8217 -0.12 -0.12 0.13 -0.56
H 1.2545 -5.8984 3.7728 0.02 -0.09 0.01 0.31
H -0.9607 3.0497 -0.2755 -0.06 0.04 0.08 0.31
H 0.5089 -5.4120 1.4458 -0.08 0.05 -0.04 0.33
C 0.9625 -0.3250 1.1950 -0.27 -0.11 0.12 -0.46
C -1.0662 2.1745 -0.9216 0.11 -0.16 -0.28 -0.80
H -1.8599 4.4405 -4.4512 -0.05 0.08 0.06 0.26
H 2.6363 -4.3788 2.3042 0.17 0.02 0.01 0.35
H -0.0490 0.3078 -1.2613 0.07 -0.03 -0.05 0.26
C 0.7649 -1.6049 1.5089 -0.15 0.31 -0.06 -0.01
```
Positions in Å, forces in eV/Å.

The gap between HOMO and LUMO is 9.0 eV. The charge is 0. The total energy comes out at -23280.487 eV. The energy above the lowest of the compared OMol25 structures with the same formula, charge and spin comes out at 3.61 kcal per mole. Its lowest unoccupied orbital energy is 0.8195 eV.

# 3
Entry from the Open Molecules 2025 dataset: a molecular structure, C18H33AgN3P2S2 at a distorted geometry (the ωB97M-V functional and the def2-TZVPD basis).

XYZ file:
```
59
Properties=species:S:1:pos:R:3:forces:R:3:mulliken_charge:R:1
H -1.1120 2.3243 -2.1389 0.12 -0.25 -0.03 0.24
S 2.2751 1.6769 4.7304 0.33 0.54 0.48 -0.09
H -3.3364 -0.7002 1.6231 -0.08 0.65 0.23 0.24
C 1.5286 -2.6387 -1.9054 0.12 -0.36 -0.01 -1.44
C -3.5514 -1.9840 -1.0371 0.15 -0.31 0.20 -1.50
P -2.0166 -1.7913 -0.0479 -0.08 0.43 -0.32 1.01
H -1.9144 -4.1448 0.7007 -0.09 -0.08 -0.37 0.47
C -1.9324 2.7667 -1.5810 -1.14 -1.23 -0.07 -1.76
C -3.7788 2.4307 0.0862 0.07 -0.68 -0.40 -1.82
H 1.6344 0.8829 6.8522 0.04 0.43 0.70 0.36
H 2.1834 1.1753 -5.1440 -0.01 0.46 0.10 0.35
N 1.6707 1.0783 -1.8459 0.23 -0.64 -0.73 0.33
H -2.6876 0.8269 -0.8307 -0.07 0.61 -0.26 -0.84
C -1.3266 -3.5189 0.0141 -0.71 0.15 -0.13 -0.96
C 2.8990 3.0631 -2.4124 0.34 -0.67 0.15 -0.95
C 1.6535 0.7831 -3.1523 -0.97 0.33 0.83 -0.33
H 0.1684 -3.4995 1.5496 0.17 -0.04 -0.35 0.31
H 0.5917 -4.5148 0.1309 -0.11 -0.01 0.27 0.46
N 2.3310 1.9034 2.1330 0.29 0.54 1.18 -1.39
C 0.1250 -3.5705 0.4483 0.53 -0.20 0.29 -0.83
H 3.4543 -1.6964 0.3921 -0.04 0.25 -0.04 0.35
H -3.6599 3.4915 0.1785 -0.08 0.78 0.31 0.42
H -2.7681 2.9656 -2.2689 0.26 0.10 -0.08 0.45
C 2.3804 2.1357 -1.4537 0.19 0.41 -1.05 0.83
H 0.5441 0.2671 5.5723 0.20 -0.15 0.25 0.23
H 2.4377 -2.0903 -2.1880 -0.28 -0.14 -0.04 0.35
C 2.2163 1.5671 -4.1266 0.19 -0.45 -0.92 -0.73
H 1.0336 -0.0638 -3.4436 0.27 -0.09 0.15 0.34
H -3.4433 -2.4373 1.8283 -0.21 -0.26 0.02 0.49
P 1.1536 -2.1949 -0.1762 0.74 0.69 0.36 0.84
H 1.6946 -3.7146 -1.9975 0.17 -0.07 -0.17 0.45
H 3.4315 2.9723 0.2755 -0.11 0.12 -0.07 0.28
N 1.9656 1.6240 0.8732 1.30 0.52 -1.28 1.30
H -4.0274 -1.0051 -1.0719 -0.13 -0.05 0.14 0.39
H 3.4625 3.9291 -2.0632 -0.34 -0.10 -0.07 0.39
H -4.0851 2.0076 1.0441 0.16 -0.01 0.07 0.40
H -1.5758 3.6912 -1.1746 0.10 0.65 0.37 0.44
C 2.6472 2.2883 -0.0516 -0.92 -0.50 2.50 -1.14
H -1.6257 1.4229 1.6223 0.01 0.45 -0.23 0.31
C 1.8394 1.1461 3.1149 -0.56 -1.36 -1.57 0.29
H 2.1561 -0.4868 5.8551 -0.21 0.12 -0.07 0.24
C 2.7674 -2.4939 0.6609 -0.22 -0.12 -0.27 -1.36
H 2.6416 -2.4618 1.7438 -0.10 0.00 -0.08 0.31
S 0.9526 -0.3116 2.9380 0.18 0.33 0.21 -0.58
C -1.3694 1.6957 0.5916 1.22 -0.68 -0.47 -1.83
H 3.2263 -3.4252 0.3468 0.06 -0.41 0.04 0.45
C -2.7699 -1.6107 1.6195 0.64 -0.76 -0.23 -1.32
H -1.9765 -1.6170 2.3764 -0.19 0.36 -0.11 0.25
Ag 0.1209 -0.0721 0.0466 -0.47 0.88 0.50 0.25
C 2.8254 2.7597 -3.7701 -0.28 0.25 1.07 -0.30
H -1.4252 -3.8840 -1.0154 -0.07 -0.16 0.15 0.35
H 3.1695 3.4666 -4.5077 0.26 -0.02 -0.13 0.42
H -4.1842 -2.7218 -0.5531 -0.52 -0.18 -0.21 0.42
H -0.5404 2.3969 0.4248 -0.43 0.18 0.74 0.41
C -2.4512 1.8489 -0.4330 0.09 -0.19 -0.13 2.59
H -4.5865 2.2332 -0.6286 -0.09 0.10 -0.07 0.38
H 0.7080 -2.3551 -2.5699 0.09 0.05 0.11 0.24
C 1.5773 0.4404 5.8831 0.00 -0.12 -1.52 -0.77
H -3.3218 -2.2563 -2.0672 0.02 -0.16 0.04 0.34
```
Positions in Å, forces in eV/Å.

The gap between HOMO and LUMO is 4.7 eV. The charge is -1. The total energy comes out at -67917.959 eV. The energy above the lowest of the compared OMol25 structures with the same formula, charge and spin comes out at 0.00 kcal per mole. Its lowest unoccupied orbital energy is 2.7626 eV.